No. 1
DFT (ωB97M-V/def2-TZVPD) results for 2 unconnected molecules or ions with the total composition CF4N2.

XYZ file:
```
7
Properties=species:S:1:pos:R:3:forces:R:3:lowdin_charge:R:1
C 0.42784 0.52622 -0.00996 3.275 0.514 1.854 -0.423
N -0.06198 -0.80711 0.30967 -0.005 3.384 1.285 0.020
N -0.59564 -0.15554 -0.70340 -2.658 -0.622 -0.184 0.240
F 1.66801 0.66124 -0.59138 -2.291 -0.526 0.028 0.133
F 0.36128 1.57262 0.83660 -0.953 -2.019 -1.075 0.173
F 0.37961 -2.07361 0.36131 -0.024 -0.140 -1.019 0.097
F -2.24036 0.32711 -0.11230 2.655 -0.591 -0.889 -0.239
```
Positions in Å, forces in eV/Å.

Computed properties:
HOMO level = -11.80 eV
ΔE to the lowest compared entry with this formula, charge and spin = 1.717 eV



No. 2
DFT (ωB97M-V/def2-TZVPD) results for a gas-phase ion, CF4NO (charge +1).

XYZ file:
```
7
Properties=species:S:1:pos:R:3:forces:R:3:lowdin_charge:R:1
O 0.30756 0.85005 1.59066 0.300 5.986 4.158 0.446
C 0.22418 -0.04899 0.99377 0.661 -10.631 -4.323 -0.230
F 0.50018 -1.41213 1.00938 -0.915 4.106 0.382 0.204
N -0.16843 0.05395 -0.65476 -1.714 0.912 -2.139 -0.096
F 0.95993 0.00851 -1.35339 -0.231 0.425 0.341 0.239
F -0.98140 -0.83381 -1.26212 0.676 0.158 1.194 0.226
F -0.79949 1.24285 -0.88780 1.222 -0.956 0.385 0.211
```
Positions in Å, forces in eV/Å.

Computed properties:
HOMO level = -20.58 eV
net charge = +1
structure (SMILES) = O=C(F)[N+](F)(F)F
ΔE to the lowest compared entry with this formula, charge and spin = 0.608 eV